1.
The following is a DFT calculation (the ωB97M-V functional and the def2-TZVPD basis) of a structure of composition C30H43BrN2P2Pt in a non-equilibrium geometry.

```
79
Properties=species:S:1:pos:R:3:mulliken_spin:R:1
C -0.30 6.81 -3.37 0.001
C -0.42 5.46 -3.75 0.003
C -0.79 5.22 -5.08 0.001
C -0.85 6.31 -5.99 0.000
N -0.66 7.57 -5.64 0.001
C -0.39 7.82 -4.36 0.000
C -0.17 4.36 -2.86 0.011
C 0.00 3.44 -2.07 0.029
C 0.14 2.71 -0.87 -0.018
C 1.17 2.92 0.05 0.185
C 1.30 2.12 1.19 -0.077
C 0.39 1.14 1.61 0.324
C -0.90 0.94 0.55 -0.231
C -0.86 1.76 -0.65 0.186
Pt 0.25 -0.43 -0.47 0.681
P 2.03 -1.31 1.02 0.278
H -1.00 4.23 -5.50 0.000
H -0.10 7.18 -2.36 0.000
H -1.06 6.15 -7.06 0.000
H -0.22 8.88 -4.12 0.000
H -1.70 1.81 -1.34 0.008
H 1.90 3.69 -0.17 -0.001
H -1.88 0.90 1.04 0.025
H 2.14 2.21 1.91 0.004
C 2.23 -2.93 1.96 0.067
C 3.38 -3.86 1.53 0.020
H 1.27 -3.47 1.95 0.003
H 2.38 -2.65 3.02 0.004
H 3.49 -4.74 2.20 0.003
H 3.26 -4.27 0.52 0.000
H 4.36 -3.36 1.55 -0.001
C 2.55 -1.52 -0.77 0.043
C 3.63 -0.53 -1.21 -0.003
H 1.75 -1.44 -1.57 0.003
H 2.85 -2.57 -0.82 0.001
H 3.64 -0.54 -2.30 -0.001
H 3.39 0.50 -0.92 0.007
H 4.65 -0.74 -0.88 0.002
C 3.33 -0.29 1.85 0.071
C 4.73 -0.91 2.02 0.022
H 2.92 0.00 2.82 -0.001
H 3.39 0.64 1.29 0.005
H 5.45 -0.15 2.35 0.002
H 4.74 -1.70 2.78 0.000
H 5.12 -1.33 1.08 -0.002
Br 0.43 0.96 3.50 0.022
P -1.20 -2.22 -0.38 0.194
C 0.06 -3.61 -0.79 0.034
C -0.09 -5.03 -1.34 0.016
H 0.67 -3.63 0.12 -0.008
H 0.73 -3.08 -1.47 0.003
H 0.89 -5.37 -1.71 -0.001
H -0.40 -5.76 -0.60 0.000
H -0.78 -5.09 -2.18 0.000
C -2.40 -2.67 1.13 0.029
C -3.73 -3.46 1.09 0.010
H -2.54 -1.68 1.57 -0.011
H -1.73 -3.17 1.84 0.000
H -4.06 -3.71 2.10 0.001
H -4.55 -2.90 0.62 0.000
H -3.67 -4.41 0.57 -0.001
C -2.12 -1.33 -1.76 0.038
C -2.47 -2.02 -3.09 0.015
H -1.42 -0.46 -1.97 -0.003
H -2.99 -0.82 -1.33 0.000
H -2.91 -1.28 -3.77 -0.001
H -1.58 -2.42 -3.59 0.000
H -3.19 -2.83 -2.98 0.001
C -3.46 1.38 4.92 0.001
C -2.78 2.21 4.05 -0.001
C -2.16 1.58 2.97 0.005
N -2.22 0.26 2.80 0.000
C -2.68 -0.53 3.72 0.002
C -3.37 0.00 4.79 0.000
H -4.09 1.84 5.67 0.000
H -2.79 3.29 4.04 0.000
H -1.61 2.20 2.25 0.001
H -2.52 -1.59 3.57 0.000
H -3.82 -0.67 5.48 0.000
```

Its expectation value of S² is 2.042. The value obtained for the lowest unoccupied orbital energy (alpha / beta) is -6.426 / -8.101 eV. As for the spin multiplicity: 3. Its charge is +2. Its gap between HOMO and LUMO (alpha / beta) is 6.9 / 5.4 eV. The value obtained for the HOMO energy (alpha / beta) is -13.3 / -13.5 eV.

2.
The following is a DFT calculation (the ωB97M-V functional and the def2-TZVPD basis) of a cluster of 14 separate species, C56H84O28 in total in a non-equilibrium geometry.

```
168
Properties=species:S:1:pos:R:3:lowdin_charge:R:1
O -3.27 3.54 -0.43 0.101
C -2.53 4.43 -0.09 -0.477
O -2.89 5.32 0.86 0.033
C -1.85 6.28 1.10 -0.135
C -0.89 6.14 -0.07 -0.146
C -1.09 4.70 -0.55 -0.074
H -1.43 5.99 2.06 0.117
H -2.23 7.29 1.22 0.125
H 0.16 6.30 0.19 0.104
H -1.10 6.80 -0.91 0.123
H -0.52 4.00 0.06 0.126
H -1.08 4.53 -1.62 0.106
O 2.16 1.03 0.54 0.114
C 1.10 0.50 0.49 -0.487
O -0.02 1.24 0.41 0.015
C -1.23 0.48 0.59 -0.134
C -0.79 -0.96 0.28 -0.130
C 0.72 -0.98 0.54 -0.055
H -1.94 0.82 -0.15 0.109
H -1.58 0.55 1.61 0.102
H -1.00 -1.14 -0.77 0.106
H -1.30 -1.70 0.90 0.108
H 1.23 -1.50 -0.27 0.090
H 0.96 -1.44 1.49 0.115
O 5.37 2.02 -0.89 0.143
C 5.43 0.87 -0.63 -0.472
O 6.45 0.39 0.14 0.019
C 6.46 -1.03 0.22 -0.150
C 5.25 -1.53 -0.60 -0.138
C 4.71 -0.30 -1.31 -0.060
H 6.43 -1.37 1.26 0.104
H 7.37 -1.43 -0.22 0.126
H 4.56 -2.00 0.11 0.100
H 5.46 -2.30 -1.34 0.107
H 3.64 -0.15 -1.21 0.100
H 5.07 -0.22 -2.33 0.134
O 3.52 -2.56 2.95 0.138
C 4.21 -1.74 3.40 -0.549
O 5.25 -2.01 4.20 0.038
C 5.83 -0.77 4.70 -0.124
C 5.48 0.21 3.59 -0.148
C 4.07 -0.24 3.21 -0.056
H 6.90 -0.94 4.81 0.125
H 5.43 -0.42 5.65 0.127
H 6.17 0.08 2.77 0.096
H 5.51 1.26 3.88 0.118
H 3.93 -0.03 2.15 0.112
H 3.27 0.08 3.88 0.114
O 5.20 5.56 0.19 0.148
C 4.46 5.40 1.08 -0.519
O 3.83 6.40 1.70 0.044
C 3.07 5.94 2.81 -0.143
C 2.98 4.42 2.67 -0.151
C 4.06 4.04 1.66 -0.054
H 2.08 6.38 2.82 0.119
H 3.57 6.21 3.74 0.123
H 1.97 4.08 2.42 0.090
H 3.15 3.91 3.63 0.107
H 3.62 3.44 0.86 0.100
H 4.91 3.52 2.09 0.122
O -6.00 -4.57 0.07 0.160
C -5.04 -4.34 -0.55 -0.502
O -4.98 -4.66 -1.88 0.030
C -3.72 -4.28 -2.44 -0.146
C -2.98 -3.47 -1.38 -0.144
C -3.74 -3.70 -0.09 -0.053
H -3.94 -3.67 -3.31 0.109
H -3.11 -5.14 -2.74 0.123
H -2.84 -2.42 -1.63 0.094
H -2.02 -3.98 -1.24 0.082
H -3.87 -2.82 0.54 0.107
H -3.29 -4.49 0.52 0.108
O -1.12 3.48 -5.91 0.168
C -1.34 2.69 -5.08 -0.534
O -1.04 2.97 -3.80 0.014
C -1.52 1.93 -2.93 -0.147
C -1.71 0.72 -3.85 -0.151
C -2.02 1.34 -5.21 -0.046
H -2.50 2.24 -2.56 0.119
H -0.84 1.71 -2.11 0.110
H -2.50 0.11 -3.40 0.099
H -0.81 0.11 -3.84 0.099
H -3.11 1.46 -5.22 0.131
H -1.68 0.75 -6.04 0.122
O -3.85 -0.43 1.47 0.136
C -4.66 -0.48 2.32 -0.473
O -5.98 -0.43 2.05 0.034
C -6.76 -0.63 3.22 -0.149
C -5.83 -1.40 4.17 -0.139
C -4.49 -0.77 3.81 -0.075
H -7.61 -1.27 3.01 0.130
H -7.19 0.25 3.72 0.128
H -5.83 -2.47 4.02 0.104
H -6.05 -1.14 5.20 0.118
H -3.69 -1.50 3.90 0.104
H -4.24 0.14 4.37 0.126
O 1.76 -1.61 -2.92 0.096
C 1.99 -0.90 -3.86 -0.486
O 1.88 0.44 -3.80 0.018
C 2.19 1.03 -5.07 -0.137
C 3.06 0.01 -5.76 -0.139
C 2.45 -1.31 -5.27 -0.059
H 2.64 2.00 -4.89 0.117
H 1.31 1.22 -5.70 0.131
H 4.10 0.06 -5.44 0.123
H 3.03 0.09 -6.84 0.122
H 3.17 -2.10 -5.15 0.122
H 1.58 -1.63 -5.85 0.132
O 4.15 5.43 -4.59 0.132
C 3.57 5.03 -3.63 -0.455
O 3.27 3.70 -3.50 0.001
C 2.43 3.40 -2.37 -0.128
C 2.00 4.82 -1.88 -0.142
C 3.08 5.74 -2.40 -0.057
H 2.92 2.87 -1.56 0.101
H 1.51 2.89 -2.65 0.102
H 1.92 4.85 -0.80 0.101
H 1.01 5.01 -2.32 0.102
H 3.88 5.84 -1.66 0.109
H 2.68 6.73 -2.62 0.130
O -0.49 -5.83 -0.79 0.103
C 0.53 -5.42 -1.25 -0.472
O 1.32 -6.20 -2.01 0.031
C 2.53 -5.50 -2.38 -0.135
C 2.72 -4.56 -1.19 -0.145
C 1.30 -4.14 -0.88 -0.078
H 2.29 -4.98 -3.31 0.126
H 3.40 -6.12 -2.55 0.126
H 3.39 -3.73 -1.42 0.098
H 3.19 -5.13 -0.39 0.127
H 0.89 -3.37 -1.54 0.104
H 1.14 -3.93 0.17 0.120
O -4.09 -4.26 3.55 0.105
C -3.23 -5.03 3.21 -0.483
O -3.56 -6.21 2.65 0.023
C -2.39 -6.90 2.14 -0.130
C -1.23 -6.30 2.93 -0.148
C -1.71 -4.89 3.30 -0.060
H -2.31 -6.61 1.09 0.107
H -2.50 -7.97 2.21 0.126
H -0.32 -6.28 2.35 0.110
H -1.06 -6.93 3.80 0.116
H -1.39 -4.16 2.56 0.116
H -1.45 -4.65 4.32 0.123
O -7.75 -1.13 -4.03 0.134
C -7.10 -0.76 -3.11 -0.508
O -7.58 0.02 -2.13 0.046
C -6.52 0.42 -1.25 -0.132
C -5.44 -0.65 -1.40 -0.144
C -5.64 -1.09 -2.87 -0.058
H -6.90 0.39 -0.23 0.111
H -6.20 1.44 -1.42 0.131
H -5.61 -1.48 -0.72 0.105
H -4.40 -0.35 -1.32 0.098
H -5.41 -2.13 -3.05 0.101
H -5.09 -0.42 -3.54 0.122
O -0.36 3.44 3.45 0.162
C -0.33 2.35 3.83 -0.523
O -1.41 1.74 4.35 0.039
C -1.11 0.42 4.80 -0.132
C 0.19 0.12 4.06 -0.159
C 0.90 1.45 3.98 -0.073
H -1.83 -0.28 4.39 0.102
H -1.00 0.33 5.88 0.134
H -0.05 -0.27 3.07 0.093
H 0.76 -0.70 4.51 0.125
H 1.53 1.61 3.11 0.101
H 1.41 1.79 4.88 0.139
```

The value obtained for the lowest unoccupied orbital energy is -0.043 eV. Its charge is 0. Its energy above the lowest of the compared OMol25 structures with the same formula, charge and spin is 39.8 kJ/mol. Its gap between HOMO and LUMO is 9.7 eV. The value obtained for the HOMO energy is -9.8 eV.

3.
The following is a DFT calculation (the ωB97M-V functional and the def2-TZVPD basis) of an isolated molecule of C3H6Br3P in a non-equilibrium geometry.

```
13
Properties=species:S:1:pos:R:3:lowdin_charge:R:1
C 1.61 0.97 -2.20 -0.365
P 0.47 0.74 -0.92 0.024
Br 1.50 1.33 0.93 0.369
Br -1.05 2.30 -1.29 0.350
C -0.87 -0.61 -0.06 -0.892
C -0.62 -1.19 1.29 -0.251
Br -0.82 -1.99 -1.47 0.591
H 1.18 0.84 -3.18 -0.019
H 2.51 0.39 -2.03 -0.020
H -1.86 -0.14 -0.15 0.011
H -1.26 -2.07 1.41 0.071
H 0.41 -1.50 1.42 0.062
H -0.88 -0.47 2.06 0.071
```

The value obtained for the lowest unoccupied orbital energy is 0.075 eV. Its charge is 0. As for the SMILES: C=P(Br)(Br)[C@H](C)Br. Its energy above the lowest of the compared OMol25 structures with the same formula, charge and spin is 131.5 kJ/mol. Its gap between HOMO and LUMO is 8.7 eV. The value obtained for the HOMO energy is -8.6 eV.

4.
The following is a DFT calculation (the ωB97M-V functional and the def2-TZVPD basis) of a structure of composition C2H2BeFLiO in a non-equilibrium geometry.

```
8
Properties=species:S:1:pos:R:3:mulliken_spin:R:1
H -0.66 1.05 -1.12 -0.005
C -0.11 -0.90 0.05 0.023
C -0.67 0.31 -0.05 0.038
O 0.15 1.40 0.01 0.157
Li -1.26 2.12 1.51 0.019
Be 1.61 0.85 0.22 0.776
F 1.30 -0.94 -0.02 -0.007
H -0.52 -1.80 0.49 0.000
```

Its expectation value of S² is 0.752. The value obtained for the lowest unoccupied orbital energy (alpha / beta) is -5.064 / -5.169 eV. As for the spin multiplicity: 2. Its charge is +1. Its energy above the lowest of the compared OMol25 structures with the same formula, charge and spin is 0.0 kJ/mol. Its gap between HOMO and LUMO (alpha / beta) is 6.0 / 8.9 eV. The value obtained for the HOMO energy (alpha / beta) is -11.1 / -14.0 eV.

5.
The following is a DFT calculation (the ωB97M-V functional and the def2-TZVPD basis) of a cluster of 2 separate species, C4H7N3S in total in a non-equilibrium geometry.

```
15
Properties=species:S:1:pos:R:3:lowdin_charge:R:1
C 1.72 -0.67 -0.40 -0.029
C -1.76 0.42 -0.83 -0.759
C 1.65 -1.18 -1.82 -0.086
C -1.53 1.72 1.27 -0.102
N 1.30 -0.75 0.74 -0.120
N 0.80 -0.47 1.90 0.000
N -1.62 1.29 -0.05 0.008
S -1.90 -0.61 -2.03 0.649
H 2.05 -0.40 -2.51 0.076
H 0.56 -1.38 -1.92 -0.010
H 2.23 -2.16 -1.92 0.101
H -1.39 2.74 1.33 0.050
H -2.41 1.58 1.89 0.087
H -0.73 0.98 1.70 0.086
H 1.03 -1.12 2.65 0.048
```

The value obtained for the lowest unoccupied orbital energy (alpha / beta) is 0.644 / 0.644 eV. Its charge is 0. Its energy above the lowest of the compared OMol25 structures with the same formula, charge and spin is 450.0 kJ/mol. Its gap between HOMO and LUMO (alpha / beta) is 9.0 / 9.0 eV. The value obtained for the HOMO energy (alpha / beta) is -8.4 / -8.4 eV.

6.
The following is a DFT calculation (the ωB97M-V functional and the def2-TZVPD basis) of a cluster of 2 separate species, C3H11NO in total in a non-equilibrium geometry.

```
16
Properties=species:S:1:pos:R:3:lowdin_charge:R:1
C -0.10 0.36 1.55 -0.124
C 0.86 -0.09 0.50 -0.295
C 0.34 -1.28 -0.33 -0.252
N -0.63 -0.66 -1.30 -0.033
H 0.32 1.08 2.27 0.083
H -0.55 -0.47 2.12 0.080
H -0.90 0.86 0.98 0.058
H 1.79 -0.50 0.93 0.107
H 1.13 0.78 -0.12 0.090
H 1.15 -1.72 -0.95 0.111
H -0.11 -2.09 0.27 0.112
H -1.44 -0.43 -0.71 0.074
H -0.91 -1.46 -1.87 0.083
O -0.61 2.14 -1.12 -0.107
H 0.36 2.30 -1.00 0.041
H -0.69 1.17 -1.21 -0.028
```

The value obtained for the lowest unoccupied orbital energy is 0.972 eV. Its charge is 0. As for the SMILES: CCCN.O. Its energy above the lowest of the compared OMol25 structures with the same formula, charge and spin is 62.1 kJ/mol. Its gap between HOMO and LUMO is 11.2 eV. The value obtained for the HOMO energy is -10.3 eV.

| no. | E (eV) |
| --- | --- |
| 1 | -126632.6476 |
| 2 | -116767.4389 |
| 3 | -222623.6546 |
| 4 | -7465.9517 |
| 5 | -19563.1140 |
| 6 | -6826.6015 |